Entry 1:
The following is a DFT calculation (the ωB97M-V functional and the def2-TZVPD basis) of a structure of composition C33H57CaN3O4Si at a distorted geometry.

Properties
- multiplicity = 1
- HOMO level (eV) = -6.3

CARTESIAN COORDINATES (ANGSTROEM)
O 1.561 3.256 -1.521
O 3.826 3.282 -0.640
C 1.778 3.193 -2.997
C 0.477 3.376 -3.732
H 2.233 2.211 -3.163
H 2.515 3.961 -3.271
H -0.245 2.589 -3.486
H 0.678 3.313 -4.804
H 0.035 4.357 -3.541
C 1.170 4.598 -0.999
C 2.039 5.706 -1.525
H 1.237 4.492 0.091
H 0.115 4.727 -1.267
H 3.101 5.483 -1.381
H 1.811 6.626 -0.980
H 1.860 5.904 -2.584
C 3.972 3.336 0.855
C 4.975 2.897 -1.504
C 4.232 4.758 1.255
H 4.790 2.654 1.105
H 3.029 2.948 1.245
H 5.154 5.139 0.806
H 4.344 4.801 2.339
H 3.400 5.417 0.978
C 5.952 4.037 -1.559
H 4.533 2.676 -2.477
H 5.400 1.983 -1.078
H 5.459 4.984 -1.808
H 6.686 3.831 -2.339
H 6.499 4.153 -0.621
H 2.796 3.121 -1.019
N -1.063 -1.559 -1.049
C -0.915 -2.844 -0.713
C -0.136 -3.291 0.378
C 0.454 -2.600 1.457
C -1.566 -3.913 -1.568
H -1.057 -3.987 -2.545
H -2.631 -3.689 -1.732
H -1.493 -4.887 -1.064
C 1.261 -3.417 2.449
H 0.792 -3.421 3.447
H 2.289 -3.029 2.537
H 1.317 -4.456 2.101
N 0.295 -1.290 1.677
C -1.864 -1.173 -2.173
C -1.295 -1.028 -3.463
C 0.143 -1.322 -3.735
C -2.101 -0.632 -4.531
H -1.647 -0.506 -5.519
C -3.459 -0.388 -4.348
H -4.077 -0.073 -5.193
C -4.028 -0.538 -3.086
H -5.090 -0.333 -2.926
C -3.253 -0.953 -2.005
C -3.898 -1.132 -0.673
C 0.140 -0.778 2.992
C 1.211 -0.151 3.672
C 2.588 -0.104 3.093
C 0.978 0.396 4.930
H 1.803 0.888 5.448
C -0.288 0.348 5.513
H -0.453 0.803 6.489
C -1.343 -0.274 4.844
H -2.345 -0.298 5.279
C -1.137 -0.863 3.604
C -2.253 -1.561 2.896
Ca -0.215 0.310 0.047
H 0.670 -0.398 -4.020
H 0.248 -2.019 -4.582
H 0.649 -1.756 -2.869
H -3.452 -1.957 -0.106
H -4.969 -1.347 -0.791
H -3.802 -0.211 -0.082
H 3.085 0.819 3.420
H 2.582 -0.111 2.000
H 3.212 -0.944 3.442
H -2.327 -1.225 1.857
H -3.205 -1.322 3.383
H -2.132 -2.654 2.887
H 0.022 -4.367 0.396
C 2.092 -0.026 -0.911
Si 3.318 -1.420 -1.156
H 1.625 0.391 -1.833
H 2.414 0.832 -0.274
C 4.146 -1.135 -2.839
C 2.676 -3.198 -1.242
C 4.540 -1.404 0.291
H 4.797 -0.374 0.566
H 5.476 -1.925 0.048
H 4.128 -1.889 1.187
H 3.387 -0.941 -3.609
H 4.749 -1.983 -3.188
H 4.804 -0.259 -2.797
H 1.755 -3.289 -1.827
H 2.484 -3.616 -0.248
H 3.420 -3.850 -1.718
O -3.271 2.957 1.094
N -2.244 2.362 0.842
O -2.270 1.057 0.869

Atomic forces in eV per Å
O 0.7 0.7 -0.3
O 0.4 -0.2 0.5
C -0.1 0.1 0.7
C 0.0 -0.1 -0.2
H -0.2 0.1 0.2
H -0.2 -0.1 0.1
H 0.1 0.2 0.1
H 0.0 0.0 0.0
H 0.0 -0.1 0.0
C -0.5 -0.9 -0.4
C 0.2 0.4 -0.1
H 0.0 0.0 -0.3
H 0.2 0.1 0.2
H -0.2 0.1 0.0
H 0.0 -0.1 0.0
H 0.0 0.0 0.1
C 0.1 -0.2 -1.1
C -0.6 0.0 0.6
C 0.1 0.3 0.2
H -0.2 0.1 0.0
H 0.2 -0.1 -0.1
H -0.2 0.0 0.1
H 0.0 0.0 0.0
H 0.2 -0.2 0.1
C 0.3 0.2 -0.1
H 0.0 0.0 0.2
H -0.1 0.1 -0.2
H 0.1 -0.2 0.0
H 0.0 0.0 0.0
H -0.1 0.0 -0.1
H -0.2 -0.1 -0.1
N -0.2 -0.8 0.0
C -0.1 1.2 -0.4
C 0.4 -0.2 0.1
C -0.6 0.8 0.1
C 0.0 -0.3 0.1
H -0.3 0.1 0.3
H 0.4 0.0 -0.1
H 0.0 0.3 -0.2
C -0.2 -0.4 0.0
H 0.2 0.1 -0.3
H -0.4 0.0 0.0
H 0.0 0.2 0.2
N -0.7 -0.5 0.0
C -0.2 -0.6 -0.4
C -0.5 0.0 0.4
C 0.6 -0.1 -0.2
C -0.3 0.2 0.1
H -0.2 -0.1 0.3
C 0.0 0.2 -0.1
H 0.2 -0.1 0.3
C 0.2 0.0 -0.2
H 0.3 -0.1 -0.1
C 0.3 0.2 -0.2
C -0.4 -0.1 0.4
C 0.7 -0.2 0.4
C -0.8 -0.3 -0.1
C 0.5 0.2 -0.1
C -0.4 0.1 0.2
H -0.2 -0.1 0.0
C 0.1 0.0 0.0
H 0.0 -0.1 -0.2
C 0.3 0.1 0.2
H 0.3 0.0 -0.1
C 0.5 0.1 -0.2
C -0.5 0.0 -0.2
Ca -0.1 -0.5 0.3
H 0.0 -0.2 0.1
H -0.1 0.2 0.2
H -0.1 0.2 -0.1
H 0.0 0.2 -0.1
H 0.2 0.1 0.0
H 0.0 -0.3 0.0
H 0.0 -0.2 0.0
H -0.1 -0.2 0.1
H -0.2 0.2 -0.2
H 0.1 -0.1 0.2
H 0.1 -0.1 -0.1
H 0.1 0.2 0.0
H 0.0 0.2 -0.1
C 0.2 0.3 -0.1
Si -1.0 0.9 0.1
H 0.4 -0.2 0.1
H 0.2 -0.3 -0.2
C 0.4 -0.2 -0.1
C 0.1 -0.1 0.0
C 0.3 0.0 0.0
H 0.0 -0.1 0.0
H -0.1 0.1 0.0
H 0.0 0.1 -0.3
H 0.0 0.0 0.2
H 0.0 0.1 0.0
H -0.1 0.0 0.0
H 0.1 0.0 0.1
H -0.1 0.1 -0.2
H 0.0 0.1 0.0
O 0.4 -0.7 0.0
N 0.4 -0.3 -0.2
O -0.2 1.1 0.1


Entry 2:
The following is a DFT calculation (the ωB97M-V functional and the def2-TZVPD basis) of a structure of composition C33H57CoN4OP2 at a distorted geometry.

Properties
- multiplicity = 4
- expectation value of S² = 3.88
- HOMO level (alpha / beta) (eV) = -8.9 / -9.8
- net charge = +1

CARTESIAN COORDINATES (ANGSTROEM)
C -1.026 -2.200 -1.375
C 1.231 -1.511 -1.167
C -0.660 -3.356 -2.066
C 1.637 -2.722 -1.786
C 0.698 -3.633 -2.230
H -1.454 -3.976 -2.473
H 2.701 -2.851 -2.015
H 0.995 -4.549 -2.732
N -0.104 -1.410 -0.794
P -2.775 -0.767 0.258
P 2.713 1.015 -0.309
C -2.492 -1.809 -1.258
H -2.840 -1.277 -2.161
H -3.086 -2.730 -1.227
C -0.699 1.402 1.456
O -0.461 2.358 2.082
C 2.231 -0.470 -1.135
H 3.182 -0.927 -1.447
C 4.042 1.597 -1.584
C 3.596 0.910 1.487
C -4.031 0.637 -0.159
C -3.637 -2.103 1.305
C 3.691 3.082 -1.765
H 3.882 3.658 -0.847
H 4.299 3.516 -2.576
H 2.627 3.209 -2.014
C 5.509 1.420 -1.187
H 5.808 1.980 -0.297
H 5.759 0.358 -1.059
H 6.125 1.785 -2.026
C 3.903 0.822 -2.906
H 4.283 1.435 -3.738
H 4.486 -0.109 -2.900
H 2.861 0.554 -3.109
C 4.123 2.307 1.852
H 3.294 3.023 1.934
H 4.614 2.250 2.835
H 4.854 2.711 1.144
C 2.578 0.507 2.549
H 1.755 1.221 2.645
H 2.156 -0.480 2.342
H 3.085 0.446 3.526
C 4.679 -0.167 1.493
H 5.515 0.044 0.822
H 5.097 -0.239 2.510
H 4.256 -1.148 1.234
C -3.929 -1.493 2.679
H -4.450 -2.243 3.295
H -3.000 -1.217 3.193
H -4.562 -0.597 2.627
C -2.665 -3.280 1.463
H -2.417 -3.761 0.509
H -1.734 -2.962 1.937
H -3.132 -4.041 2.107
C -4.935 -2.672 0.687
H -5.111 -3.674 1.108
H -5.820 -2.079 0.935
H -4.883 -2.789 -0.401
C -3.804 1.012 -1.627
H -4.239 0.272 -2.313
H -4.275 1.985 -1.837
H -2.732 1.115 -1.839
C -3.688 1.839 0.738
H -2.669 2.207 0.561
H -4.384 2.657 0.503
H -3.791 1.598 1.805
C -5.509 0.297 0.056
H -5.856 -0.513 -0.596
H -5.745 0.061 1.101
H -6.097 1.192 -0.201
Co -0.698 0.002 0.433
N 0.034 1.142 -0.841
C 0.840 1.278 -1.755
C 0.479 1.961 -3.152
C 1.527 1.983 -4.256
C -0.713 1.157 -3.699
C 0.133 3.413 -2.802
H 2.444 2.482 -3.927
H 1.730 0.970 -4.625
H 1.142 2.577 -5.104
H -1.659 1.501 -3.269
H -0.806 1.194 -4.802
H -0.594 0.087 -3.437
H -0.300 3.942 -3.664
H -0.537 3.459 -1.934
H 1.039 3.951 -2.502
C -0.747 -1.193 5.909
N -0.379 -1.375 4.510
C 0.368 -2.410 3.961
C 0.421 -2.181 2.608
N -0.296 -1.015 2.330
C -0.775 -0.565 3.494
H -1.502 -1.930 6.219
H 0.134 -1.304 6.554
H -1.164 -0.186 6.040
H 0.792 -3.202 4.558
H 0.920 -2.771 1.845
H -1.402 0.301 3.687

Atomic forces in eV per Å
C 0.3 -0.4 0.0
C -1.2 -1.0 0.0
C -0.1 0.5 0.0
C 0.1 0.4 -0.4
C -0.3 -0.2 0.2
H 0.3 -0.1 0.0
H -0.5 -0.1 0.1
H 0.1 0.2 0.1
N 1.3 -0.5 -1.2
P -1.4 -0.4 -0.4
P 1.5 -0.5 -0.1
C -0.2 -0.1 -0.1
H 0.5 -0.1 0.3
H 0.1 0.2 0.0
C 0.5 4.2 3.6
O -0.5 -1.7 -1.4
C 1.0 -0.8 1.8
H -0.4 0.2 -0.4
C 0.0 -0.2 0.3
C -0.3 0.1 0.1
C 0.1 -0.6 0.1
C -0.1 0.3 -0.2
C 0.1 0.2 -0.1
H 0.0 -0.2 -0.2
H -0.2 -0.1 0.2
H 0.6 0.0 0.1
C 0.4 0.1 -0.1
H 0.0 -0.2 -0.2
H -0.1 0.4 -0.1
H -0.2 0.0 0.2
C -0.2 -0.1 -0.1
H -0.1 -0.1 0.3
H -0.1 0.2 0.1
H 0.7 0.0 -0.1
C 0.0 0.1 -0.2
H 0.2 -0.2 0.0
H -0.1 0.0 -0.2
H -0.2 -0.1 0.2
C -0.4 -0.1 0.0
H 0.1 -0.1 -0.1
H 0.1 0.2 0.0
H -0.1 0.1 -0.3
C 0.3 -0.1 -0.3
H -0.2 -0.1 0.2
H -0.2 0.0 -0.2
H 0.1 0.2 0.1
C -0.1 -0.1 0.3
H 0.1 0.2 -0.1
H -0.3 -0.2 -0.1
H 0.1 -0.3 0.0
C 0.2 0.0 0.2
H -0.1 0.1 0.2
H -0.1 -0.1 -0.1
H 0.1 0.2 -0.2
C -0.2 -0.1 0.2
H 0.1 0.2 -0.1
H 0.3 -0.1 -0.1
H -0.1 0.0 0.2
C 0.0 0.2 0.0
H 0.1 0.2 0.2
H 0.1 -0.2 0.1
H -0.3 0.0 0.1
C 0.1 0.1 -0.1
H -0.4 -0.1 0.0
H 0.1 -0.2 0.1
H 0.1 0.1 -0.2
C -0.3 0.2 -0.2
H 0.1 0.2 0.2
H 0.1 0.0 -0.3
H 0.1 -0.2 0.0
Co -0.2 -1.0 0.8
N 2.6 1.1 -4.8
C -4.4 0.9 1.7
C 0.6 0.0 -0.3
C 0.2 0.3 -0.3
C -0.5 -0.7 0.1
C -0.1 0.2 0.4
H -0.2 -0.3 -0.3
H 0.1 0.4 0.0
H -0.1 -0.3 0.4
H 0.3 -0.1 -0.1
H 0.3 0.3 0.6
H -0.1 0.4 -0.1
H 0.1 -0.3 0.2
H -0.1 0.0 -0.4
H -0.2 0.0 -0.2
C -0.1 -0.1 0.3
N 0.1 -0.2 -0.4
C -0.2 0.5 -0.2
C -0.6 0.8 0.9
N 0.1 -0.8 0.8
C 1.1 -1.2 -0.3
H 0.2 0.2 -0.2
H -0.2 0.1 -0.2
H 0.2 -0.3 -0.1
H -0.1 0.1 0.1
H -0.2 0.3 0.1
H 0.3 -0.2 -0.3


Taking the records one at a time from the top gives energy relative to the best compared isomer or geometry (same formula, charge and spin) values of 305.0; 405.0 kJ/mol.